{"formula": "C31H31N3O", "method": "wB97M-V/def2-TZVPD", "orbital_gap_ev": 3.73, "total_charge": 0, "homo_ha": -0.1858, "spin_multiplicity": 1, "elements": ["C", "C", "C", "C", "C", "C", "N", "C", "C", "C", "C", "C", "C", "C", "C", "C", "C", "O", "N", "C", "C", "C", "C", "C", "C", "H", "H", "H", "H", "H", "H", "H", "H", "H", "H", "H", "H", "H", "H", "H", "H", "H", "H", "H", "H", "H", "H", "H", "C", "C", "C", "N", "C", "C", "C", "C", "C", "C", "H", "H", "H", "H", "H", "H", "H", "H"], "positions_angstrom": [[-6.13983, -2.80310, 1.50999], [-5.14687, -1.68565, 1.60789], [-4.11127, -1.75986, 2.54122], [-3.17574, -0.73104, 2.66910], [-2.07234, -0.84763, 3.66869], [-3.30436, 0.38259, 1.83509], [-2.41822, 1.48840, 1.98546], [-1.07428, 1.49594, 1.71250], [-0.42150, 0.44776, 0.94211], [1.02944, 0.38359, 1.04024], [1.81523, -0.19484, 0.09035], [3.26953, -0.21344, 0.23536], [4.08459, -0.85899, -0.72129], [5.46801, -0.71512, -0.71925], [6.09516, -0.01388, 0.32124], [5.31767, 0.53118, 1.35036], [3.92612, 0.43764, 1.31163], [-1.11144, -0.32505, 0.23353], [-0.64814, 2.76299, 1.87167], [0.68240, 3.28480, 1.61137], [-1.69738, 3.54809, 2.33772], [-2.79275, 2.76891, 2.39289], [-4.30706, 0.47118, 0.86881], [-4.36129, 1.61680, -0.08560], [-5.23528, -0.56985, 0.77423], [-6.90563, -2.56746, 0.76661], [-5.65282, -3.74248, 1.21997], [-6.63272, -2.97878, 2.47402], [-4.02888, -2.63440, 3.18887], [-1.85338, 0.09683, 4.17800], [-2.36961, -1.57956, 4.42828], [-1.14581, -1.21927, 3.21064], [1.42141, 0.79689, 1.97579], [1.35708, -0.84009, -0.66626], [3.59090, -1.46174, -1.48806], [6.05560, -1.14779, -1.53145], [7.17980, 0.09746, 0.33194], [5.79369, 1.04386, 2.18783], [3.34076, 0.87975, 2.12049], [0.61011, 4.37781, 1.60922], [1.38657, 2.98968, 2.40184], [1.06391, 2.94904, 0.63861], [-1.55936, 4.59587, 2.55370], [-3.81001, 2.99493, 2.66832], [-5.14373, 1.40908, -0.82341], [-4.60862, 2.56635, 0.40481], [-3.41647, 1.74086, -0.63282], [-6.03037, -0.50549, 0.02831], [-0.12960, 0.19122, -2.73912], [1.35288, 0.19290, -2.65398], [1.97468, 1.38445, -2.25801], [2.41928, 2.39854, -1.85597], [2.12587, -0.79235, -3.37545], [1.61840, -2.11037, -3.58625], [2.42456, -3.09649, -4.14854], [3.73402, -2.79760, -4.55257], [4.22856, -1.49398, -4.41090], [3.43954, -0.50191, -3.83120], [-0.51626, -0.69352, -3.25082], [-0.53921, 0.21273, -1.72270], [-0.49536, 1.09488, -3.25387], [0.59567, -2.34623, -3.27416], [2.02499, -4.10628, -4.27285], [4.36435, -3.57536, -4.98703], [5.23639, -1.23723, -4.74475], [3.82841, 0.51386, -3.71241]], "lowdin_charge": [-0.050, -0.256, 0.009, -0.190, -0.025, -0.147, 0.067, -0.090, -0.325, -0.048, -0.009, -0.193, -0.015, -0.063, -0.080, -0.087, -0.029, 0.049, -0.022, 0.012, 0.003, 0.007, -0.193, -0.025, 0.013, 0.076, 0.089, 0.086, 0.127, 0.085, 0.085, 0.094, 0.091, 0.117, 0.107, 0.107, 0.101, 0.100, 0.092, 0.101, 0.103, 0.093, 0.134, 0.142, 0.085, 0.076, 0.098, 0.121, -0.069, -0.329, -0.309, 0.102, -0.233, -0.051, -0.109, -0.124, -0.110, -0.067, 0.068, 0.042, 0.082, 0.097, 0.096, 0.088, 0.098, 0.109]}

{"formula": "C31H31N4O4Ta", "method": "wB97M-V/def2-TZVPD", "orbital_gap_ev": 8.00, "total_charge": 2, "homo_ha": -0.5278, "spin_multiplicity": 1, "e_above_lowest_kcal_mol": 0.0, "elements": ["Ta", "C", "N", "C", "C", "C", "N", "C", "C", "C", "C", "C", "C", "C", "O", "C", "C", "C", "N", "C", "C", "C", "C", "C", "C", "C", "O", "H", "H", "H", "H", "H", "H", "H", "H", "H", "H", "H", "H", "H", "H", "H", "H", "H", "H", "H", "H", "H", "H", "H", "H", "H", "O", "C", "O", "C", "C", "C", "C", "C", "C", "C", "C", "C", "N", "H", "H", "H", "H", "H", "H"], "positions_angstrom": [[0.42718, 0.42699, 0.56061], [3.36537, 0.83614, 1.46013], [2.17057, 0.24864, 2.14673], [2.55264, -1.13583, 2.62348], [1.49239, -2.20494, 2.44880], [1.48386, -2.73277, 1.03112], [1.54968, -1.60456, 0.07883], [2.02063, -1.88359, -1.07933], [2.15430, -0.97791, -2.21457], [2.49664, -1.47861, -3.47160], [2.62530, -0.61857, -4.54786], [2.43937, 0.74974, -4.36135], [2.11602, 1.26804, -3.11323], [1.96837, 0.38826, -2.06610], [1.63437, 0.84626, -0.81690], [1.97458, 1.11286, 3.36936], [0.81812, 0.71919, 4.26088], [-0.54794, 1.03997, 3.68913], [-0.85549, 0.19066, 2.51239], [-1.86771, -0.59088, 2.67133], [-2.41545, -1.53248, 1.72011], [-3.47935, -2.35799, 2.09503], [-4.01818, -3.24576, 1.18418], [-3.50003, -3.30246, -0.10893], [-2.44711, -2.48745, -0.50661], [-1.92532, -1.61824, 0.42589], [-0.89000, -0.79336, 0.11039], [4.20048, 0.85445, 2.16236], [3.14301, 1.85314, 1.14601], [3.63086, 0.23469, 0.59648], [2.83841, -1.04714, 3.67053], [3.45474, -1.42413, 2.08236], [0.51121, -1.82282, 2.73086], [1.69704, -3.02927, 3.13325], [0.58623, -3.32227, 0.83291], [2.34917, -3.37817, 0.86696], [2.35832, -2.90699, -1.25753], [2.66258, -2.54262, -3.59516], [2.88725, -1.00355, -5.52303], [2.55873, 1.42523, -5.19819], [1.99222, 2.33024, -2.95019], [1.85975, 2.14012, 3.03500], [2.90948, 1.05492, 3.93171], [0.92720, 1.28475, 5.18848], [0.87155, -0.33407, 4.54981], [-0.59430, 2.08529, 3.38931], [-1.31370, 0.88283, 4.44908], [-2.38664, -0.55436, 3.62998], [-3.87227, -2.29327, 3.10280], [-4.83899, -3.88754, 1.47062], [-3.92779, -3.99258, -0.82445], [-2.04978, -2.52132, -1.51169], [-0.65674, 4.13507, 1.73789], [-0.45365, 3.23130, 0.99944], [0.43374, 2.22280, 1.25332], [-1.12536, 2.98710, -0.31112], [-1.87894, 3.99571, -0.90354], [-2.45843, 3.72095, -2.10933], [-2.28407, 2.45444, -2.69924], [-2.85994, 2.14785, -3.96058], [-2.67729, 0.92308, -4.52095], [-1.90960, -0.05319, -3.84105], [-1.34820, 0.20613, -2.62643], [-1.51637, 1.47568, -2.02407], [-0.94079, 1.77503, -0.80892], [-1.97774, 4.94582, -0.39863], [-3.05462, 4.46781, -2.61969], [-3.44541, 2.90675, -4.46393], [-3.11722, 0.69002, -5.48073], [-1.76328, -1.02353, -4.29830], [-0.76369, -0.55576, -2.13429]], "lowdin_charge": [1.973, -0.061, -0.276, -0.154, -0.159, -0.173, -0.057, -0.033, -0.149, -0.003, -0.040, -0.022, 0.017, -0.288, -0.249, -0.183, -0.140, -0.170, -0.054, -0.039, -0.137, 0.005, -0.036, -0.019, 0.015, -0.265, -0.274, 0.114, 0.097, 0.087, 0.131, 0.132, 0.086, 0.138, 0.131, 0.133, 0.151, 0.127, 0.120, 0.124, 0.133, 0.121, 0.135, 0.140, 0.119, 0.111, 0.126, 0.145, 0.130, 0.122, 0.125, 0.121, 0.198, -0.463, -0.238, -0.163, 0.048, 0.055, -0.124, 0.001, -0.033, -0.030, -0.028, -0.159, 0.077, 0.140, 0.140, 0.130, 0.122, 0.120, 0.084]}

{"formula": "C31H31N7O4PdS3Si", "method": "wB97M-V/def2-TZVPD", "orbital_gap_ev": 7.73, "total_charge": 2, "homo_ha": -0.4971, "spin_multiplicity": 1, "e_above_lowest_kcal_mol": 14.7, "elements": ["Pd", "C", "Si", "C", "C", "C", "C", "C", "C", "N", "C", "S", "H", "H", "H", "H", "H", "H", "H", "H", "H", "H", "H", "H", "C", "N", "C", "C", "N", "C", "S", "C", "C", "C", "C", "C", "N", "H", "H", "H", "H", "H", "H", "H", "H", "H", "O", "C", "O", "C", "C", "C", "C", "C", "C", "N", "O", "O", "H", "H", "H", "H", "N", "C", "N", "C", "C", "C", "C", "C", "C", "S", "H", "H", "H", "H", "H", "H"], "positions_angstrom": [[-0.33689, -0.64382, -0.45759], [3.92374, 1.40286, 4.52099], [4.18565, 0.07770, 3.23555], [5.17903, 0.75891, 1.81895], [4.99790, -1.43290, 3.95587], [2.39242, -0.49169, 2.79306], [1.62846, -0.93191, 3.89179], [0.32238, -1.34920, 3.74233], [-0.24404, -1.32125, 2.47438], [0.44554, -0.90987, 1.42205], [1.73305, -0.51611, 1.57336], [2.52550, -0.04105, 0.03282], [4.89828, 1.74556, 4.87531], [3.37156, 1.04432, 5.39072], [3.39696, 2.27072, 4.12070], [6.13152, 1.10029, 2.23231], [4.70438, 1.61883, 1.34543], [5.40271, 0.01528, 1.05578], [5.99641, -1.16613, 4.30792], [5.11051, -2.23345, 3.22357], [4.44555, -1.83035, 4.80882], [2.07707, -0.95117, 4.87709], [-0.26145, -1.69432, 4.58335], [-1.26166, -1.64334, 2.30072], [-1.77375, -0.84451, -5.42359], [-2.76490, -0.66941, -4.36813], [-4.13179, -0.72704, -4.55417], [-4.70544, -0.53476, -3.36013], [-3.68122, -0.34831, -2.42584], [-2.48377, -0.42655, -3.07381], [-0.83412, -0.22340, -2.63987], [-3.95143, -0.00397, -1.06681], [-5.20716, -0.25835, -0.52702], [-5.45224, 0.15985, 0.76816], [-4.44766, 0.79533, 1.48229], [-3.21906, 0.95663, 0.86497], [-2.97120, 0.56076, -0.38679], [-2.30156, -1.02802, -6.35490], [-1.12911, -1.68956, -5.19104], [-1.16740, 0.05301, -5.52239], [-4.57116, -0.88882, -5.52142], [-5.74439, -0.47107, -3.10570], [-5.97885, -0.77756, -1.07407], [-6.42370, -0.01025, 1.21228], [-4.60987, 1.15255, 2.48871], [-2.38646, 1.42271, 1.38119], [2.24737, 1.61868, 0.03478], [1.01636, 2.11715, -0.12020], [-0.00304, 1.44870, -0.13802], [0.97128, 3.58410, -0.19220], [2.10753, 4.38119, -0.05268], [1.99049, 5.75861, -0.14218], [0.75330, 6.34386, -0.37510], [-0.35615, 5.52730, -0.51293], [-0.27439, 4.15714, -0.42691], [-1.67975, 6.13359, -0.76306], [-1.73609, 7.33763, -0.80842], [-2.62168, 5.37545, -0.86498], [3.07323, 3.92970, 0.12431], [2.86603, 6.38202, -0.03269], [0.63743, 7.41571, -0.45230], [-1.16039, 3.55186, -0.54664], [-2.69517, -2.74131, 0.48831], [-1.66736, -3.31507, -0.16219], [-0.68366, -2.64204, -0.69417], [0.24101, -3.47770, -1.32972], [1.38139, -3.06893, -2.00976], [2.19589, -4.03998, -2.56763], [1.88615, -5.39533, -2.45285], [0.74750, -5.80870, -1.78406], [-0.06875, -4.83280, -1.23227], [-1.57492, -5.03506, -0.36519], [-2.77048, -1.73574, 0.50746], [-3.38546, -3.29840, 0.95973], [1.61244, -2.01723, -2.10952], [3.08479, -3.74131, -3.10575], [2.53772, -6.13284, -2.89916], [0.49909, -6.85744, -1.70123]], "lowdin_charge": [0.730, -0.160, 0.529, -0.190, -0.160, -0.182, -0.037, 0.000, -0.095, -0.087, -0.488, 1.086, 0.048, 0.035, 0.041, 0.050, 0.019, 0.029, 0.048, 0.044, 0.037, 0.114, 0.125, 0.103, -0.019, -0.117, -0.001, -0.002, 0.038, -0.585, 0.755, -0.270, 0.007, -0.028, -0.033, -0.126, 0.092, 0.103, 0.095, 0.094, 0.142, 0.127, 0.114, 0.126, 0.118, 0.111, -0.313, -0.451, -0.063, -0.108, 0.021, -0.016, 0.046, -0.109, 0.080, -0.350, 0.119, 0.085, 0.124, 0.124, 0.134, 0.129, 0.130, -0.675, -0.064, -0.308, -0.045, -0.055, -0.058, -0.063, -0.447, 1.155, 0.061, 0.117, 0.064, 0.115, 0.118, 0.121]}